The following is a quantum chemistry calculation of a structure of composition CH31CdO18, from the Open Molecules 2025 dataset.

- highest occupied orbital energy (eV) = -12.089
- charge = +1

```
51
CH31CdO18 (ωB97M-V/def2-TZVPD)
Cd -1.79 -5.74 8.59
C -1.03 -3.28 8.07
O -1.78 -3.52 9.01
O -0.61 -2.07 7.78
O -0.73 -4.13 7.18
H -0.93 -1.37 8.30
O -1.74 -0.34 11.16
H -2.10 -1.17 11.00
H -2.39 0.31 10.93
O -1.13 -5.55 10.89
H -1.47 -4.88 11.49
H -0.55 -6.12 11.42
O 0.40 -6.36 8.46
H 0.80 -6.79 7.70
H 0.59 -6.95 9.24
O -3.65 -0.67 8.35
H -3.91 -1.29 7.66
H -3.61 -1.10 9.18
O -0.78 -2.52 4.89
H -0.93 -3.00 5.70
H -1.12 -1.70 5.19
O 1.75 -2.48 6.52
H 1.00 -2.29 7.09
H 1.94 -1.78 5.92
O 1.84 -4.05 9.07
H 2.77 -3.91 9.02
H 1.67 -4.80 8.49
O -1.09 0.70 8.30
H -0.58 0.56 9.09
H -2.00 0.37 8.55
O 0.53 -2.46 10.87
H 0.97 -3.05 10.27
H -0.08 -3.13 11.20
O -3.62 -4.87 7.27
H -3.78 -3.94 7.25
H -3.99 -5.39 6.56
O 1.27 -5.30 5.67
H 1.72 -4.60 5.21
H 0.39 -5.08 5.95
O -3.55 -2.40 10.46
H -4.37 -2.61 10.02
H -2.98 -2.65 9.77
O 1.07 0.20 10.09
H 0.60 0.82 10.63
H 0.81 -0.69 10.38
O 0.66 0.24 6.10
H 1.27 0.79 6.59
H -0.12 0.26 6.68
O -1.85 -6.78 6.48
H -1.98 -6.33 5.66
H -1.56 -7.65 6.19
```

Results of the Löwdin charge analysis, in e, for atoms 1 through 5: Cd 1.53; C -0.79; O -0.07; O 0.15; O -0.10

The following is a quantum chemistry calculation of a cluster of 3 separate species, C4H13N2S2 in total, from the Open Molecules 2025 dataset.

- highest occupied orbital energy (alpha / beta) (eV) = -7.415 / -6.653
- multiplicity = 2
- expectation value of S² = 0.868

```
21
C4H13N2S2 (ωB97M-V/def2-TZVPD)
N 2.97 1.67 0.10
C 1.99 0.59 0.01
C 2.69 -0.74 0.13
S 1.37 -1.95 -0.01
S -1.21 1.12 -0.31
C -1.58 -0.63 -0.30
C -3.14 -0.77 -0.23
N -3.71 0.10 0.77
H 3.88 1.44 0.31
H 2.71 2.50 0.56
H 1.27 0.48 -1.85
H 1.13 0.72 0.67
H 1.47 0.79 -1.00
H 3.57 -0.93 -0.40
H 3.04 -0.94 1.17
H -1.11 -1.10 -1.18
H -1.13 -0.95 0.55
H -3.34 -1.80 -0.09
H -3.47 -0.38 -1.25
H -4.15 -0.26 1.67
H -3.26 1.05 0.68
```

Results of the Löwdin charge analysis, in e, for atoms 1 through 5: N 0.09; C -0.37; C -0.63; S 0.63; S 0.51

The following is a quantum chemistry calculation of a cluster of 2 separate species, C3H11N2O in total, from the Open Molecules 2025 dataset.

- highest occupied orbital energy (eV) = -13.100
- charge = +1

```
17
C3H11N2O (ωB97M-V/def2-TZVPD)
C 1.92 0.62 -0.89
C 0.59 0.61 1.26
C 1.21 -0.11 0.17
N -2.90 -0.13 -0.37
N 1.12 -1.40 0.11
O -1.58 -0.30 -0.08
H 1.31 1.46 -1.23
H 2.84 1.04 -0.49
H 2.17 -0.01 -1.74
H -0.49 0.56 0.98
H 0.67 0.11 2.22
H 0.90 1.65 1.32
H -3.48 -0.15 0.49
H -3.06 0.77 -0.85
H 1.46 -1.92 -0.69
H -3.23 -0.89 -1.00
H 0.56 -1.90 0.79
```

Results of the Löwdin charge analysis, in e, for atoms 1 through 5: C 0.01; C -0.02; C -0.34; N 0.00; N 0.25

Energy above the lowest of the compared OMol25 structures with the same formula, charge and spin for every record listed, in sequence, given in kJ/mol: 0.0, 635.2, 293.5.
E for every record listed, in sequence, given in a.u.: -1578.546353, -1065.782001, -305.340937.